(1)
{
  "formula": "C18H18FNOS",
  "method": "wB97M-V/def2-TZVPD",
  "e_above_lowest_kcal_mol": 20.5,
  "e_tot_ev": -36047.68529,
  "e_homo_ev": -8.376,
  "e_lumo_ev": 0.65,
  "orbital_gap_ev": 9.030,
  "largest_force_ev_per_a": 0.90,
  "smiles": "Fc1ccc([C@H](CCNCc2cccs2)c2ccco2)cc1",
  "elements": ["F", "C", "C", "C", "C", "C", "C", "C", "N", "C", "C", "C", "C", "C", "S", "C", "C", "C", "C", "O", "C", "C", "H", "H", "H", "H", "H", "H", "H", "H", "H", "H", "H", "H", "H", "H", "H", "H", "H", "H"],
  "coordinates": [[-6.463, -0.198, 1.323], [-5.208, -0.194, 0.823], [-5.010, -0.538, -0.501], [-3.721, -0.529, -1.003], [-2.643, -0.183, -0.198], [-1.237, -0.206, -0.757], [-0.489, -1.452, -0.256], [0.886, -1.568, -0.906], [1.748, -2.497, -0.188], [3.165, -2.228, -0.389], [3.580, -0.867, 0.080], [3.927, 0.222, -0.658], [4.145, 1.382, 0.122], [3.945, 1.164, 1.444], [3.493, -0.463, 1.768], [-0.494, 1.047, -0.405], [0.270, 1.401, 0.670], [0.709, 2.726, 0.427], [0.178, 3.080, -0.772], [-0.549, 2.071, -1.283], [-2.875, 0.157, 1.129], [-4.156, 0.155, 1.649], [-5.853, -0.803, -1.119], [-3.555, -0.794, -2.036], [-1.301, -0.248, -1.850], [-1.082, -2.342, -0.467], [-0.375, -1.380, 0.827], [0.790, -1.933, -1.934], [1.334, -0.562, -0.949], [1.549, -2.442, 0.808], [3.723, -3.003, 0.145], [3.379, -2.318, -1.458], [4.033, 0.197, -1.728], [4.431, 2.333, -0.290], [4.034, 1.853, 2.260], [0.512, 0.802, 1.524], [1.334, 3.321, 1.060], [0.241, 3.981, -1.349], [-2.047, 0.437, 1.761], [-4.346, 0.420, 2.677]]
}

=====

(2)
{
  "formula": "C38H61FN5O8",
  "method": "wB97M-V/def2-TZVPD",
  "e_tot_ev": -66911.25329,
  "e_homo_ev": -12.351,
  "total_charge": 1,
  "e_lumo_ev": -4.85,
  "orbital_gap_ev": 7.499,
  "largest_force_ev_per_a": 9.25,
  "elements": ["C", "C", "O", "C", "C", "C", "C", "O", "O", "O", "C", "C", "C", "C", "O", "C", "C", "O", "C", "N", "C", "C", "C", "C", "C", "C", "O", "C", "C", "O", "C", "F", "H", "H", "H", "H", "H", "H", "H", "H", "H", "H", "H", "H", "H", "H", "H", "H", "H", "H", "H", "H", "H", "H", "H", "H", "H", "H", "H", "H", "H", "H", "H", "H", "H", "C", "C", "C", "C", "N", "H", "H", "H", "H", "H", "H", "H", "C", "C", "C", "C", "N", "H", "H", "H", "H", "H", "H", "H", "C", "C", "C", "C", "N", "H", "H", "H", "H", "H", "H", "H", "C", "C", "C", "C", "N", "H", "H", "H", "H", "H", "H", "H"],
  "coordinates": [[-1.258, -4.143, 1.726], [-2.247, -2.890, 1.234], [-1.735, -1.648, 1.898], [-2.852, -0.862, 2.442], [-2.540, 0.726, 2.690], [-3.570, 1.530, 3.719], [-4.834, 0.672, 4.364], [-4.701, 0.310, 5.651], [-6.049, 0.292, 3.590], [-6.355, 1.220, 2.718], [-3.288, 3.141, 4.032], [-4.326, 3.869, 5.067], [-3.473, 4.133, 6.610], [-2.989, 2.668, 7.407], [-1.970, 3.702, 6.633], [-1.998, 3.895, 3.285], [-1.753, 5.477, 3.632], [-2.933, 6.343, 3.483], [-3.704, 6.041, 2.267], [-1.066, 3.101, 2.346], [0.154, 3.699, 1.658], [-0.200, 4.087, 0.071], [0.519, 3.091, -1.015], [0.878, 3.776, -2.460], [1.610, 2.573, -3.363], [0.540, 1.472, -3.947], [-0.695, 2.067, -4.496], [-1.864, 1.683, -3.663], [-2.686, 2.772, -2.701], [-2.336, 0.414, -3.621], [-1.325, 1.610, 2.039], [-0.409, 0.895, 1.075], [-1.163, -4.951, 0.883], [-1.654, -4.636, 2.728], [-0.189, -3.671, 1.904], [-3.340, -3.162, 1.558], [-2.134, -2.857, 0.059], [-3.087, -1.328, 3.516], [-3.857, -0.950, 1.837], [-6.771, 0.735, 1.922], [-5.252, 3.230, 5.385], [-4.722, 4.917, 4.733], [-3.858, 5.086, 7.330], [-2.394, 2.753, 8.421], [-2.705, 1.788, 6.671], [-0.875, 5.989, 3.054], [-1.452, 5.522, 4.786], [-3.052, 5.962, 1.298], [-4.428, 6.974, 2.093], [-4.439, 5.117, 2.423], [0.600, 4.641, 2.195], [1.061, 2.927, 1.572], [-1.377, 4.013, -0.085], [0.104, 5.186, -0.192], [-0.248, 2.206, -1.248], [1.492, 2.577, -0.615], [1.727, 4.577, -2.270], [-0.037, 4.227, -3.039], [2.326, 1.982, -2.620], [2.302, 3.021, -4.205], [0.204, 0.728, -3.084], [1.064, 0.776, -4.761], [-3.824, 2.864, -3.040], [-2.189, 3.823, -2.843], [-2.600, 2.490, -1.551], [-1.850, -3.016, -4.810], [-0.466, -2.739, -4.237], [0.247, -3.999, -3.750], [-0.449, -4.634, -2.624], [-1.007, -5.136, -1.739], [-2.522, -3.433, -4.053], [-2.298, -2.088, -5.176], [-1.794, -3.721, -5.646], [-0.554, -2.014, -3.418], [0.146, -2.268, -5.016], [1.264, -3.732, -3.438], [0.348, -4.714, -4.576], [-1.874, -7.897, -8.628], [-1.942, -7.657, -7.125], [-3.270, -7.050, -6.673], [-3.486, -5.707, -7.225], [-3.656, -4.649, -7.671], [-1.949, -6.959, -9.188], [-0.921, -8.365, -8.891], [-2.681, -8.559, -8.956], [-1.109, -7.009, -6.826], [-1.801, -8.616, -6.613], [-3.277, -6.992, -5.578], [-4.098, -7.709, -6.960], [5.311, -0.001, -0.245], [5.242, 0.239, 1.257], [3.915, 0.845, 1.710], [3.699, 2.188, 1.157], [3.529, 3.246, 0.712], [5.236, 0.936, -0.805], [6.263, -0.470, -0.509], [4.503, -0.664, -0.573], [6.075, 0.886, 1.557], [5.383, -0.721, 1.770], [3.908, 0.904, 2.805], [3.086, 0.186, 1.423], [9.554, -2.064, 2.180], [9.486, -1.824, 3.683], [8.158, -1.218, 4.136], [7.942, 0.125, 3.583], [7.772, 1.183, 3.137], [9.479, -1.127, 1.620], [10.507, -2.533, 1.917], [8.747, -2.727, 1.852], [10.319, -1.177, 3.983], [9.627, -2.784, 4.196], [8.151, -1.159, 5.230], [7.330, -1.877, 3.849]]
}

=====

(3)
{
  "formula": "C5H15NOS",
  "method": "wB97M-V/def2-TZVPD",
  "e_above_lowest_kcal_mol": 20.4,
  "e_tot_ev": -19800.45313,
  "e_homo_ev": -8.220,
  "e_lumo_ev": 0.70,
  "orbital_gap_ev": 8.922,
  "largest_force_ev_per_a": 1.53,
  "smiles": "CSCC[C@@H](C)N.O",
  "elements": ["C", "S", "C", "C", "C", "C", "N", "H", "H", "H", "H", "H", "H", "H", "H", "H", "H", "H", "H", "H", "O", "H", "H"],
  "coordinates": [[0.329, 1.825, -1.912], [1.166, 2.283, -0.334], [-0.057, 1.870, 0.993], [-0.191, 0.479, 1.676], [-0.011, -0.680, 0.704], [0.044, -2.009, 1.458], [-1.117, -0.661, -0.291], [0.923, 1.872, -2.837], [-0.079, 0.825, -1.857], [-0.454, 2.567, -2.052], [-0.984, 1.875, 0.447], [0.102, 2.610, 1.777], [0.502, 0.376, 2.529], [-1.159, 0.567, 2.174], [0.908, -0.430, 0.146], [-0.954, -2.251, 1.851], [0.168, -2.822, 0.734], [0.728, -1.918, 2.296], [-2.007, -0.418, 0.122], [-1.169, -1.583, -0.710], [1.066, -1.193, -2.573], [0.862, -2.121, -2.677], [1.385, -1.063, -1.663]]
}

=====

(4)
{
  "formula": "C31H27ClO6P2STi",
  "method": "wB97M-V/def2-TZVPD",
  "e_above_lowest_kcal_mol": 0.0,
  "e_tot_ev": -109904.63635,
  "e_homo_ev": -13.969,
  "total_charge": 2,
  "e_lumo_ev": -7.12,
  "orbital_gap_ev": 6.850,
  "largest_force_ev_per_a": 1.92,
  "elements": ["Ti", "O", "Cl", "O", "O", "O", "O", "P", "C", "P", "O", "C", "C", "C", "C", "C", "C", "C", "C", "C", "C", "C", "C", "C", "C", "C", "C", "C", "C", "C", "C", "C", "C", "C", "C", "H", "H", "H", "H", "H", "H", "H", "H", "H", "H", "H", "H", "H", "H", "H", "H", "H", "H", "H", "H", "H", "H", "S", "C", "C", "C", "C", "C", "C", "H", "H", "H", "H", "H"],
  "coordinates": [[-0.366, 0.041, -0.165], [-1.175, -3.516, -0.277], [-1.512, -2.313, 0.329], [-0.345, -1.664, 1.019], [-1.731, -1.214, -0.761], [-2.632, -2.335, 1.164], [-0.385, 1.638, -1.070], [-0.790, 3.154, -1.033], [-0.389, 3.589, 0.692], [-0.878, 2.343, 1.927], [-0.221, 1.007, 1.464], [-0.276, 2.751, 3.530], [0.751, 2.000, 4.100], [1.196, 2.321, 5.372], [0.630, 3.385, 6.058], [-0.390, 4.136, 5.485], [-0.852, 3.820, 4.223], [-2.645, 2.161, 1.891], [-3.160, 0.878, 2.094], [-4.532, 0.676, 2.106], [-5.386, 1.756, 1.936], [-4.878, 3.036, 1.756], [-3.511, 3.245, 1.733], [-2.505, 3.378, -1.376], [-3.312, 2.305, -1.744], [-4.660, 2.518, -1.993], [-5.193, 3.792, -1.880], [-4.390, 4.866, -1.509], [-3.047, 4.662, -1.252], [0.263, 4.040, -2.138], [-0.215, 5.009, -3.025], [0.679, 5.692, -3.834], [2.035, 5.409, -3.764], [2.511, 4.435, -2.896], [1.633, 3.748, -2.081], [-0.803, 4.571, 0.936], [0.705, 3.661, 0.747], [1.193, 1.169, 3.563], [1.983, 1.739, 5.827], [0.980, 3.631, 7.049], [-0.829, 4.960, 6.029], [-1.667, 4.391, 3.796], [-2.499, 0.036, 2.275], [-4.929, -0.316, 2.265], [-6.457, 1.605, 1.952], [-5.550, 3.872, 1.636], [-3.136, 4.248, 1.588], [-2.902, 1.306, -1.859], [-5.288, 1.690, -2.285], [-6.242, 3.954, -2.084], [-4.811, 5.857, -1.424], [-2.434, 5.503, -0.948], [-1.271, 5.217, -3.110], [0.315, 6.440, -4.524], [2.728, 5.947, -4.396], [3.568, 4.210, -2.858], [2.010, 2.975, -1.422], [1.590, -0.683, -1.044], [1.688, 0.027, -2.665], [2.908, 0.587, -3.042], [3.045, 1.122, -4.314], [1.973, 1.115, -5.195], [0.769, 0.535, -4.822], [0.627, -0.026, -3.562], [3.743, 0.586, -2.357], [3.996, 1.536, -4.619], [2.086, 1.536, -6.184], [-0.052, 0.488, -5.523], [-0.292, -0.547, -3.305]]
}

=====

(5)
{
  "formula": "C2H3N3O",
  "method": "wB97M-V/def2-TZVPD",
  "e_above_lowest_kcal_mol": 83.3,
  "e_tot_ev": -8636.88025,
  "e_homo_ev": -8.502,
  "e_lumo_ev": 0.58,
  "orbital_gap_ev": 9.080,
  "largest_force_ev_per_a": 1.36,
  "elements": ["N", "C", "C", "N", "N", "O", "H", "H", "H"],
  "coordinates": [[-1.414, 0.060, 0.238], [-0.283, -0.442, -0.274], [1.060, 0.010, -0.294], [1.567, 0.924, 0.465], [2.117, 1.696, 1.092], [-0.267, -1.568, -0.897], [-2.275, -0.437, 0.066], [-1.468, 1.016, 0.551], [0.963, -1.259, -0.947]]
}

=====

(6)
{
  "formula": "C6H3F4N2O2",
  "method": "wB97M-V/def2-TZVPD",
  "e_above_lowest_kcal_mol": 69.2,
  "e_tot_ev": -24213.88289,
  "e_homo_ev": [-4.027, -4.270],
  "total_charge": -1,
  "e_lumo_ev": [3.35, 3.53],
  "orbital_gap_ev": [7.376, 7.804],
  "largest_force_ev_per_a": 5.68,
  "elements": ["C", "C", "C", "C", "C", "C", "N", "N", "O", "O", "F", "F", "F", "F", "H", "H", "H"],
  "coordinates": [[-0.307, -2.684, 0.798], [0.054, -2.028, -0.310], [-1.647, -1.057, 0.827], [2.273, 2.183, -0.160], [0.652, 1.963, 0.042], [-0.785, 0.220, -1.050], [-1.357, -2.090, 1.510], [-0.803, -0.872, -0.203], [2.738, 2.343, 0.960], [2.672, 2.409, -1.278], [-0.012, 3.105, -0.104], [0.240, 1.455, 1.171], [-0.268, 0.070, -2.320], [-1.957, 0.924, -1.192], [0.091, -3.485, 1.374], [0.536, -2.275, -1.259], [-2.121, -0.182, 1.193]]
}

=====

What did the third record say?
{
  "formula": "C5H15NOS",
  "method": "wB97M-V/def2-TZVPD",
  "e_above_lowest_kcal_mol": 20.4,
  "e_tot_ev": -19800.45313,
  "e_homo_ev": -8.220,
  "e_lumo_ev": 0.70,
  "orbital_gap_ev": 8.922,
  "largest_force_ev_per_a": 1.53,
  "smiles": "CSCC[C@@H](C)N.O",
  "elements": ["C", "S", "C", "C", "C", "C", "N", "H", "H", "H", "H", "H", "H", "H", "H", "H", "H", "H", "H", "H", "O", "H", "H"],
  "coordinates": [[0.329, 1.825, -1.912], [1.166, 2.283, -0.334], [-0.057, 1.870, 0.993], [-0.191, 0.479, 1.676], [-0.011, -0.680, 0.704], [0.044, -2.009, 1.458], [-1.117, -0.661, -0.291], [0.923, 1.872, -2.837], [-0.079, 0.825, -1.857], [-0.454, 2.567, -2.052], [-0.984, 1.875, 0.447], [0.102, 2.610, 1.777], [0.502, 0.376, 2.529], [-1.159, 0.567, 2.174], [0.908, -0.430, 0.146], [-0.954, -2.251, 1.851], [0.168, -2.822, 0.734], [0.728, -1.918, 2.296], [-2.007, -0.418, 0.122], [-1.169, -1.583, -0.710], [1.066, -1.193, -2.573], [0.862, -2.121, -2.677], [1.385, -1.063, -1.663]]
}

=====

- Number 2 is which compound?
  C38H61FN5O8